Entry 1:
Below is a structure of composition C35H26Br3N6O4Ti, with properties calculated with wB97M-V/def2-TZVPD.

## Properties
Gap between HOMO and LUMO   7.5 eV
E_HOMO   -0.394 Eh
Relative energy (zero: lowest compared OMol25 entry of this formula, charge and spin)   0.00 kJ/mol

```
! wB97M-V def2-TZVPD RIJCOSX def2/J DEFGRID3
* xyz 1 1
Ti -0.45176 0.27828 0.51637
O -2.01083 1.85715 4.05440
C -1.46471 1.67431 2.99742
N -1.75016 0.70296 2.04478
C -2.89637 -0.07180 2.18321
O -3.51146 -0.32184 3.18602
C -3.34666 -0.58209 0.83988
C -4.60449 -1.12236 0.65358
C -4.96168 -1.51832 -0.62596
C -4.04533 -1.37075 -1.65761
C -2.80203 -0.82675 -1.38282
N -2.46496 -0.43834 -0.15213
C -0.36565 2.57928 2.51543
C 0.00062 3.70966 3.21778
C 1.00793 4.50529 2.69483
C 1.60170 4.13985 1.49643
C 1.17602 2.98874 0.85675
N 0.20970 2.22380 1.36570
H -5.26744 -1.20589 1.50318
H -5.94289 -1.93124 -0.81860
H -4.28756 -1.66223 -2.66976
H -2.04844 -0.69700 -2.14567
H -0.50968 3.93693 4.14292
H 1.32216 5.40202 3.21175
H 2.38402 4.73728 1.05066
H 1.59665 2.66620 -0.08628
C -1.81627 -3.66991 0.60596
C -0.58937 -2.94083 0.15638
O -0.34580 -1.78823 0.57258
N 0.24299 -3.56324 -0.66381
C 1.45162 -2.95865 -1.20086
C 1.25038 -2.34380 -2.56723
C 2.25053 -2.43096 -3.52456
C 2.05822 -1.80830 -4.74663
C 0.87120 -1.13024 -4.96805
C -0.07019 -1.10783 -3.95189
N 0.10500 -1.69659 -2.77017
H -1.95213 -3.51384 1.67464
H -1.77106 -4.73543 0.39169
H -2.67917 -3.24388 0.09100
H -0.01492 -4.48333 -0.98247
H 2.23085 -3.71862 -1.23610
H 1.76634 -2.18563 -0.50105
H 3.16327 -2.97239 -3.31252
H 2.81931 -1.85699 -5.51407
H 0.67072 -0.63236 -5.90629
H -1.00755 -0.58012 -4.09719
Br 3.97125 0.48516 -1.79385
C 3.69467 0.09582 0.02758
C 4.80287 -0.14506 0.86797
C 4.62749 -0.43311 2.18997
Br 6.13908 -0.75740 3.27172
C 3.32446 -0.48851 2.75305
C 3.01289 -0.78666 4.09843
C 1.70610 -0.81384 4.49782
C 0.69034 -0.52471 3.56824
N 0.94851 -0.23171 2.31515
C 2.24098 -0.22946 1.89778
C 2.41347 0.05048 0.51514
O 1.32325 0.23735 -0.21249
H 5.79787 -0.09930 0.44816
H 3.81212 -0.99310 4.79712
H 1.43606 -1.04337 5.51844
H -0.34988 -0.52771 3.87413
Br -2.08065 4.57007 -4.49288
C -1.61077 3.39144 -3.09161
C -2.41541 3.31646 -1.96265
C -2.07127 2.44018 -0.94640
C -0.92749 1.63822 -1.02568
C -0.13020 1.75339 -2.16271
C -0.47065 2.61775 -3.20071
H -3.29920 3.93518 -1.88419
H -2.71637 2.39148 -0.07475
H 0.77535 1.16665 -2.25338
H 0.15450 2.69238 -4.08100
*
```

Entry 2:
Below is a structure of composition C35H26BrCl5CoN2O4S in a non-equilibrium geometry, with properties calculated with wB97M-V/def2-TZVPD.

## Properties
Gap between HOMO and LUMO (spin up / spin down)   5.8 / 5.8 eV
E_HOMO (spin up / spin down)   -0.065 / -0.066 Eh
Relative energy (zero: lowest compared OMol25 entry of this formula, charge and spin)   0.00 kJ/mol

```
! wB97M-V def2-TZVPD RIJCOSX def2/J DEFGRID3
* xyz -2 4
Co -1.03756 -0.55301 -1.33345
C 3.95258 -1.09454 -4.18122
O 2.59767 -1.63572 -4.19086
C 1.59979 -0.74013 -4.64332
C 1.48546 -0.53738 -6.00648
C 0.59487 0.34463 -6.58424
C -0.15665 1.07923 -5.67152
C -0.10459 0.91268 -4.28736
C -0.88458 1.83850 -3.46413
N -1.22989 1.50356 -2.26522
N -1.96140 2.47555 -1.53082
C -1.95712 2.05677 -0.27426
O -1.58438 0.93014 0.14350
C -2.68908 2.91179 0.72191
C -2.91789 4.24956 0.56459
C -3.57516 4.97620 1.58398
C -4.09988 4.32849 2.69832
C -3.92812 2.93796 2.81035
C -3.21576 2.25006 1.84240
C 0.69750 -0.11181 -3.73166
O 0.69351 -0.46268 -2.48510
H 4.58046 -1.66277 -3.52242
H 3.87731 -0.06115 -3.81342
H 4.37274 -1.13266 -5.18671
H 2.21261 -1.07298 -6.58449
H 0.39090 0.44032 -7.64684
H -0.88080 1.78059 -6.05944
H -1.22444 2.78707 -3.92301
H -2.60500 4.78332 -0.34605
H -3.68690 6.05331 1.44572
H -4.54722 4.87886 3.49991
H -4.35335 2.36975 3.61573
H -3.11114 1.19838 1.97344
Cl -0.07073 -3.70738 0.51405
C -1.51706 -2.82397 0.94037
C -2.04131 -1.84053 0.10290
C -3.35848 -1.40775 0.39288
Cl -4.17735 -0.35762 -0.69984
C -4.06245 -1.83366 1.54869
Cl -5.65185 -1.19216 1.85064
C -3.44728 -2.73057 2.42935
Cl -4.32541 -3.34531 3.78987
C -2.17529 -3.27857 2.11507
Cl -1.40962 -4.40292 3.17890
Br -2.15612 -1.82981 -3.43432
O 0.63885 -0.64366 0.26354
S 1.32709 0.58193 0.56492
C 2.94292 0.38411 -0.36499
C 3.47811 -0.97120 -0.13977
C 2.81569 -2.03792 -0.71133
C 3.26568 -3.34782 -0.43494
C 4.39858 -3.52020 0.40476
C 4.99984 -2.44658 1.00089
C 4.52898 -1.17100 0.71861
C 1.93885 0.28122 2.24121
C 0.80082 0.35348 3.14543
C 0.37453 1.56698 3.66222
C -0.66331 1.64685 4.54876
C -1.31579 0.50897 5.00282
C -0.91682 -0.70437 4.44909
C 0.12328 -0.80910 3.51465
H 3.54325 1.21685 -0.07764
H 2.54699 0.51767 -1.40690
H 1.90637 -1.92268 -1.32910
H 2.70603 -4.17832 -0.84439
H 4.87662 -4.48256 0.55157
H 5.88278 -2.61326 1.60595
H 4.99358 -0.26838 1.11627
H 2.63730 1.13638 2.37916
H 2.40914 -0.69989 2.31849
H 0.85968 2.51810 3.37184
H -0.97403 2.65703 4.93140
H -2.01961 0.57486 5.75289
H -1.39936 -1.63104 4.74088
H 0.38243 -1.76813 3.12733
*
```

Entry 3:
Below is a structure of composition C35H26F3IOPdSSb in a non-equilibrium geometry, with properties calculated with wB97M-V/def2-TZVPD.

## Properties
Gap between HOMO and LUMO (spin up / spin down)   6.9 / 5.9 eV
E_HOMO (spin up / spin down)   -0.375 / -0.393 Eh
Relative energy (zero: lowest compared OMol25 entry of this formula, charge and spin)   0.00 kJ/mol

```
! wB97M-V def2-TZVPD RIJCOSX def2/J DEFGRID3
* xyz 1 3
Pd 1.84376 -0.04003 -0.48565
I 3.43674 0.14315 1.88179
C 4.21870 1.87287 0.99502
C 5.42354 2.31290 1.44223
C 5.93009 3.53305 0.93787
C 5.18787 4.26410 0.06184
C 3.91582 3.81484 -0.37942
C 3.10937 4.61625 -1.22575
C 1.86918 4.20060 -1.59568
C 1.39522 2.92360 -1.19346
C 2.17302 2.09394 -0.44787
C 3.42079 2.55457 0.05247
H 5.98509 1.75529 2.18093
H 6.89743 3.88573 1.27282
H 5.55722 5.21403 -0.30936
H 3.49040 5.57966 -1.54923
H 1.24079 4.83471 -2.21071
H 0.40759 2.62307 -1.50916
F -3.76425 0.47044 -4.94700
C -3.07518 0.42583 -3.80138
C -1.69433 0.44188 -3.85566
C -0.98797 0.38750 -2.66239
C -1.64539 0.32971 -1.43394
C -3.04198 0.30842 -1.42651
C -3.76874 0.35681 -2.61006
Sb -0.58819 0.10477 0.40346
C -1.67081 1.47436 1.58302
C -2.34487 2.53968 0.98543
C -2.96452 3.50408 1.77015
C -2.88637 3.38804 3.14384
F -3.48023 4.31644 3.90005
C -2.21536 2.35332 3.76915
C -1.59552 1.39828 2.97716
C -1.44280 -1.87387 0.85327
C -1.29514 -4.01692 0.49339
C -2.42131 -4.72094 1.19293
C -3.35155 -4.09926 1.89360
F -4.32590 -4.81977 2.48516
C -3.49108 -2.66612 2.14832
C -2.67558 -1.70315 1.71925
H -1.19533 0.49474 -4.81550
H 0.08615 0.37777 -2.71709
H -3.58238 0.25258 -0.48603
H -4.85223 0.34452 -2.61854
H -2.40065 2.62339 -0.09355
H -3.49980 4.33698 1.33111
H -2.17970 2.31097 4.85044
H -1.06118 0.58718 3.46120
H -0.67694 -4.74016 -0.03175
H -2.47613 -5.80099 1.12608
H -4.34689 -2.39377 2.75582
H -2.93446 -0.69509 2.01895
C 3.42327 -4.06619 -1.45290
S 3.12099 -2.57440 -0.52354
O 3.28570 -1.42795 -1.53277
C 1.35297 -2.73558 -0.29323
C 0.53959 -2.59414 -1.51744
C -0.79387 -2.61776 -1.56240
C -1.72239 -2.79414 -0.38954
C -0.48901 -3.02527 1.39399
C 0.94079 -2.92780 0.96403
H 2.77910 -4.08155 -2.33304
H 3.23300 -4.92109 -0.80042
H 4.47298 -4.04046 -1.74872
H 1.08601 -2.45485 -2.44117
H -1.26115 -2.52224 -2.53754
H -2.76024 -2.79377 -0.71072
H -0.56213 -3.20346 2.46336
H 1.69841 -2.99935 1.74102
*
```